Formula: C4H13N2S
Source: the Open Molecules 2025 dataset
Level of theory: ωB97M-V with the def2-TZVPD basis set

The geometry in XYZ format:
```
20
Properties=species:S:1:pos:R:3
N 4.992 -0.564 0.734
C -1.868 1.622 -1.040
C -3.168 1.921 -1.302
S 1.825 -0.402 0.388
C -1.398 0.777 0.067
N -1.323 -0.640 -0.370
C -1.287 -1.710 0.792
H 4.839 -0.862 -0.249
H 4.200 -0.836 1.299
H 5.838 -1.122 0.792
H -1.134 1.829 -1.779
H -3.832 1.715 -0.476
H -3.631 2.338 -2.231
H 2.633 0.419 -0.345
H -2.232 0.768 0.844
H -0.398 1.243 0.607
H -0.355 -0.717 -0.843
H -1.804 -1.406 1.714
H -1.801 -2.585 0.465
H -0.098 -1.788 0.933
```

Calculated values
Total charge: +1


Formula: C4H13N3
Source: the Open Molecules 2025 dataset
Level of theory: ωB97M-V with the def2-TZVPD basis set

The geometry in XYZ format:
```
20
C4H13N3 | the Open Molecules 2025 dataset | ωB97M-V with the def2-TZVPD basis set
C 1.433 0.221 -0.005
C -0.530 -0.154 1.522
C 0.309 -2.098 -0.108
C 0.117 -0.611 0.210
N -0.236 2.284 -1.630
N -1.278 0.119 -1.000
N -1.294 1.523 -1.008
H 1.962 -0.150 -0.913
H 1.319 1.317 -0.139
H 2.095 0.041 0.903
H -1.076 0.801 1.372
H 0.157 0.038 2.248
H -1.181 -0.902 1.877
H 1.298 -2.414 0.294
H -0.562 -2.637 0.204
H 0.363 -2.072 -1.151
H 0.505 1.611 -1.798
H -0.668 2.776 -2.487
H -1.932 -0.162 -0.291
H -1.240 1.851 -0.021
```


Formula: C4H13N3
Source: the Open Molecules 2025 dataset
Level of theory: ωB97M-V with the def2-TZVPD basis set

The geometry in XYZ format:
```
20
C4H13N3 | the Open Molecules 2025 dataset | ωB97M-V with the def2-TZVPD basis set
N 0.847 -2.405 2.093
C 0.764 -2.145 0.647
C 0.875 -0.637 0.321
N -0.291 0.129 0.670
C -0.365 1.525 0.198
C -0.317 1.750 -1.304
N -1.484 1.132 -1.945
H -0.044 -2.382 2.585
H 1.210 -1.567 2.544
H 1.590 -2.652 0.160
H -0.278 -2.250 0.342
H 0.972 -0.614 -0.776
H 1.780 -0.154 0.721
H -1.181 -0.298 0.442
H 0.486 1.961 0.729
H -1.336 1.898 0.524
H 0.614 1.394 -1.757
H -0.275 2.832 -1.484
H -2.342 1.659 -1.855
H -1.226 0.823 -2.857
```


Formula: C4H13N3
Source: the Open Molecules 2025 dataset
Level of theory: ωB97M-V with the def2-TZVPD basis set

The geometry in XYZ format:
```
20
C4H13N3 | the Open Molecules 2025 dataset | ωB97M-V with the def2-TZVPD basis set
C 1.032 0.146 0.299
C -1.546 -1.184 0.233
C -1.290 1.537 -0.040
C 1.736 -1.206 0.163
N -0.323 0.114 -0.260
N -2.759 -0.676 0.014
N 1.787 1.214 -0.347
H -0.244 0.023 -1.272
H -3.023 -0.763 -0.970
H 0.900 0.367 1.367
H 2.624 0.906 -0.832
H 2.084 1.922 0.315
H -1.175 -2.039 -0.346
H -1.288 -1.257 1.290
H -2.204 1.588 -0.618
H -0.618 2.308 -0.415
H -1.441 1.618 1.030
H 1.181 -1.986 0.677
H 2.734 -1.159 0.602
H 1.835 -1.472 -0.890
```


It is found that the gap between HOMO and LUMO values, taken in the order of the records, are 4.0, 8.7, 9.5, 8.1 eV.
It is found that the energy above the lowest of the compared OMol25 structures with the same formula, charge and spin values, taken in the order of the records, are 198.39, 99.90, 30.68, 73.91 kcal per mole.